[1]
13
Properties=species:S:1:pos:R:3:forces:R:3:nbo_charge:R:1 method="wB97M-V/def2-TZVPD" relative_energy_kcal_mol=118.1 total_energy_ev=-16581.81031 homo_energy_ev=-8.8 orbital_gap_ha=0.303
C 2.44664 -0.53387 0.53937 -1.793 0.000 -0.808 -0.0489
C -0.68287 0.38166 0.05103 -2.312 -1.256 2.366 -0.4438
C -0.04475 0.44295 -1.22450 0.224 0.316 -1.132 -0.1408
C -2.17661 -0.09455 -0.02759 0.278 -1.750 3.237 -0.6213
N 2.38213 -0.35170 -0.70589 1.031 0.814 -0.213 -0.5528
S -0.45265 1.99494 -0.65577 0.488 0.968 -0.186 0.2634
H 3.27060 -1.03015 1.01136 0.675 -0.301 -0.042 0.1694
H 1.58662 -0.36759 1.20573 0.349 0.426 0.169 0.1176
H -0.13641 0.13664 1.02301 -0.803 0.303 -1.577 0.2410
H 1.59821 0.21156 -1.18162 0.740 -1.287 0.980 0.3509
H -2.74814 -0.07203 0.98432 1.237 0.404 -1.462 0.2208
H -2.29378 -1.15269 -0.30319 0.564 0.135 -0.110 0.2247
H -2.74897 0.43482 -0.71627 -0.678 1.229 -1.221 0.2197

[2]
96
Properties=species:S:1:pos:R:3:forces:R:3:lowdin_charge:R:1 method="wB97M-V/def2-TZVPD" smiles="COCCCCc1c(P(O)Cl)c(O)c2c(c1S(=O)(=O)F)C(=O)N(C[C@H](C)F)C2=O.O=C1c2ccccc2C(=O)c2ccccc21.O=C1c2ccccc2C(=O)c2ccccc21" total_energy_ev=-108290.24246 homo_energy_ev=-9.5 orbital_gap_ha=0.309
C 3.77597 0.57673 0.56202 0.069 0.302 -0.129 -0.1082
O 4.31665 1.83526 0.84573 0.216 0.598 0.533 -0.1730
C 4.67849 2.63696 -0.24603 -0.554 -0.538 -0.305 -0.2190
C 3.51405 3.32898 -0.98542 0.783 -0.549 0.130 -0.1674
C 3.65478 4.80811 -0.76848 -1.188 0.473 -0.460 -0.1661
C 2.73875 5.79222 -1.56341 0.793 -0.585 0.785 -0.1577
C 1.40115 5.27121 -1.95690 1.717 1.055 1.581 -0.2048
C 1.29248 4.70524 -3.16512 2.096 -0.884 -2.374 -0.2424
P 2.80577 4.68220 -4.23579 1.073 0.319 0.797 0.6491
O 2.42423 5.90253 -5.22864 -0.201 -0.558 -0.649 -0.2980
Cl 2.65806 2.93411 -5.34167 0.130 -0.134 -0.155 0.3070
C 0.12854 4.18874 -3.59445 -0.123 -1.056 -2.370 -0.2829
O -0.00655 3.64826 -4.83425 -0.530 0.277 -0.363 0.0048
C -0.92253 4.22882 -2.79591 -2.512 -0.445 -0.405 -0.0220
C -0.85498 4.80634 -1.58627 -1.961 0.543 1.623 -0.0192
C 0.30071 5.33830 -1.14551 0.153 1.229 1.195 -0.1344
S 0.35786 6.04032 0.45617 -0.827 -1.147 0.076 0.6273
O -0.90945 6.47553 0.84721 -1.158 0.815 0.178 -0.1942
O 1.07552 5.17040 1.28521 1.315 -0.945 0.854 -0.2005
F 1.22076 7.28709 0.26500 0.545 1.300 -0.209 -0.1088
C -2.27045 4.66015 -1.03248 0.201 -0.072 0.930 -0.2843
O -2.95867 5.36637 -0.35485 0.376 -0.575 -0.316 0.1727
N -2.72004 3.46780 -1.68194 -1.433 1.036 0.205 0.0636
C -4.12455 3.15399 -1.49685 0.303 -0.251 0.155 -0.0684
C -4.42844 2.59777 -0.11481 -0.525 -0.217 -0.171 -0.3860
C -5.41019 3.39813 0.65489 -0.092 0.239 0.536 -0.0304
F -3.28214 2.42450 0.61389 0.893 0.004 0.497 0.0152
C -2.30948 3.71081 -2.98891 0.499 -0.861 -1.052 -0.3348
O -2.95025 3.56253 -3.99749 0.262 -0.184 0.449 0.1619
H 4.43226 -0.03560 -0.04011 0.368 -0.144 -0.445 0.0846
H 2.80835 0.65431 0.08176 -0.404 -0.048 -0.202 0.0826
H 3.68363 0.08540 1.50551 -0.271 -0.391 0.580 0.0730
H 5.34015 3.39746 0.12638 0.404 0.217 0.366 0.1135
H 5.22321 2.03459 -0.96095 0.414 -0.291 -0.297 0.1159
H 2.59074 2.94246 -0.58959 -0.571 -0.046 0.184 0.1155
H 3.58703 3.01850 -2.01503 -0.173 0.116 -0.618 0.0819
H 3.42749 4.95662 0.27035 0.203 0.232 0.662 0.1058
H 4.66362 5.12160 -0.97127 0.524 0.118 0.028 0.1154
H 2.67986 6.66039 -0.95186 -0.133 0.624 0.154 0.0949
H 3.27203 6.09312 -2.43726 0.287 0.278 -0.573 0.0553
H 1.67821 5.64537 -5.78768 -0.284 0.392 -0.149 0.0598
H 0.37912 2.77074 -4.82322 0.197 -0.270 -0.312 0.0516
H -4.36689 2.37735 -2.19230 -0.084 -0.207 -0.718 0.1282
H -4.73468 4.01688 -1.69860 -0.286 0.448 -0.150 0.1345
H -4.85424 1.62092 -0.24303 -0.078 -0.712 -0.131 0.1129
H -5.71055 2.85501 1.53409 -0.148 -0.264 0.424 0.0815
H -5.00102 4.34030 0.97129 0.200 0.529 -0.018 0.0787
H -6.28894 3.56285 0.05940 -0.479 0.158 -0.335 0.0861
C 2.15287 -5.64555 4.72854 -0.080 0.046 -0.031 -0.0554
C 1.76492 -4.60634 3.89015 0.049 -0.088 0.044 -0.0556
C 2.71748 -3.84629 3.23693 -0.145 0.041 -0.021 -0.0029
C 4.06523 -4.11030 3.43139 0.193 -0.020 0.050 -0.0804
C 4.45533 -5.13799 4.29470 0.111 0.126 -0.121 -0.0812
C 3.49436 -5.91101 4.93025 -0.090 -0.061 0.072 -0.0029
C 5.89730 -5.40794 4.56451 0.027 -0.061 0.062 -0.2767
O 6.23555 -6.30264 5.30857 0.010 -0.038 0.022 0.1085
C 6.90990 -4.53628 3.90268 -0.150 0.061 -0.050 -0.0822
C 8.25520 -4.72922 4.18216 0.158 -0.009 0.017 -0.0027
C 9.20840 -3.93756 3.56751 0.000 0.045 -0.049 -0.0560
C 8.82267 -2.95389 2.66352 0.033 -0.043 0.039 -0.0557
C 7.48294 -2.75375 2.38462 0.121 0.077 -0.050 -0.0019
C 6.52146 -3.53651 3.00835 -0.088 -0.139 0.086 -0.0815
C 5.08147 -3.28487 2.71621 0.035 0.146 -0.093 -0.2684
O 4.75638 -2.42374 1.92463 -0.115 -0.073 0.041 0.0977
H 1.40407 -6.24369 5.23048 -0.009 -0.002 0.003 0.1080
H 0.71770 -4.39186 3.74710 -0.127 0.017 -0.024 0.1065
H 2.41998 -3.04029 2.58124 0.088 0.028 -0.048 0.1197
H 3.80238 -6.71176 5.58682 0.111 0.006 0.011 0.1207
H 8.55000 -5.49690 4.88266 -0.089 -0.064 0.028 0.1204
H 10.25598 -4.08628 3.79019 0.030 -0.006 0.002 0.1073
H 9.57029 -2.34083 2.17940 0.022 0.017 -0.009 0.1074
H 7.17727 -1.98827 1.68615 -0.108 0.009 0.008 0.1197
C -2.76954 -3.16863 -2.69874 -0.011 -0.081 -0.008 -0.0556
C -3.07635 -4.50982 -2.90644 0.019 0.084 0.020 -0.0549
C -4.29018 -5.01903 -2.48031 0.102 -0.053 -0.071 -0.0021
C -5.20069 -4.19217 -1.83629 -0.097 0.116 0.093 -0.0812
C -4.88441 -2.85089 -1.60924 -0.136 -0.077 0.066 -0.0803
C -3.67012 -2.34189 -2.05118 0.111 0.019 -0.044 -0.0024
C -5.83007 -1.95284 -0.88343 0.060 0.054 -0.104 -0.2691
O -5.55903 -0.78445 -0.70207 -0.002 0.102 0.041 0.0961
C -7.11600 -2.52839 -0.39853 0.094 -0.141 -0.053 -0.0812
C -7.99022 -1.72419 0.31919 -0.100 0.066 0.069 -0.0028
C -9.19501 -2.23851 0.76255 -0.043 -0.065 -0.008 -0.0552
C -9.53630 -3.55751 0.48416 0.006 0.069 0.021 -0.0545
C -8.66695 -4.36573 -0.22626 -0.132 -0.028 0.060 -0.0018
C -7.45156 -3.85884 -0.66325 0.159 0.102 -0.042 -0.0811
C -6.51495 -4.75331 -1.40379 0.020 -0.075 -0.048 -0.2758
O -6.81029 -5.90254 -1.64834 -0.023 -0.045 0.014 0.1098
H -1.82272 -2.77163 -3.03900 0.016 0.005 -0.006 0.1072
H -2.36541 -5.15688 -3.40184 0.011 -0.008 -0.021 0.1077
H -4.53603 -6.05850 -2.64340 -0.104 -0.009 0.027 0.1207
H -3.43486 -1.30074 -1.88307 -0.070 0.038 0.066 0.1180
H -7.72269 -0.69897 0.52975 0.092 0.028 -0.053 0.1189
H -9.87317 -1.61169 1.32489 -0.022 0.016 0.013 0.1078
H -10.48210 -3.95481 0.82574 -0.026 -0.008 0.013 0.1079
H -8.92593 -5.39190 -0.44265 0.086 -0.052 -0.048 0.1208

[3]
20
Properties=species:S:1:pos:R:3:forces:R:3:nbo_charge:R:1 method="wB97M-V/def2-TZVPD" smiles=Cc1c[nH]cn1.CC relative_energy_kcal_mol=19.2 total_energy_ev=-9396.01568 homo_energy_ev=-8.5 orbital_gap_ha=0.345
C -1.33187 -2.23762 -1.23234 -0.915 0.584 0.467 -0.6152
C -1.55621 -1.08253 -0.25639 -0.622 0.275 0.208 -0.6009
H -2.23131 -2.47705 -1.80375 -0.163 0.258 0.024 0.1982
H -0.59148 -1.93414 -1.96944 0.470 -0.646 0.205 0.2038
H -1.18077 -3.12335 -0.62128 0.900 -0.276 -0.437 0.2044
H -0.66435 -0.75904 0.28895 -0.236 -0.539 -0.438 0.2088
H -1.95589 -0.18798 -0.73666 0.168 -0.014 -0.165 0.2018
H -2.30034 -1.32037 0.51072 0.040 -0.221 -0.068 0.1973
C 1.19367 0.15013 2.08577 -0.479 -0.605 0.706 -0.6388
C -0.08571 2.19764 -0.57520 -0.684 -1.033 0.105 0.1700
C 0.75185 0.79661 0.81225 2.190 1.031 -0.163 0.0853
C 1.68067 0.96159 -0.18624 -0.970 -0.487 0.181 -0.1187
N -0.35129 1.57109 0.53935 0.150 0.568 1.042 -0.4595
N 1.03939 1.70181 -1.15232 0.857 1.570 -0.069 -0.5254
H -0.67139 3.03143 -0.92510 -0.113 -0.282 -0.566 0.2013
H 1.48559 2.12500 -1.94930 0.037 -0.050 0.055 0.4104
H 2.73339 0.75393 -0.15823 0.028 -0.360 -0.496 0.2168
H 2.27177 0.19826 2.25196 0.035 0.359 -0.443 0.2172
H 1.00660 -0.92021 2.07762 -0.375 -0.236 0.078 0.2160
H 0.75769 0.55479 2.99962 -0.316 0.104 -0.228 0.2272